[1]
12
Properties=species:S:1:pos:R:3:forces:R:3:lowdin_charge:R:1 method="wB97M-V/def2-TZVPD" homo_energy_ev=-9.60 mol_weight_g_mol=69.107 e_lumo_ev=0.983 max_force_ev_per_a=5.08 smiles=C#CCCN gap_ev=10.588
N -0.307 1.649 0.138 -3.40 2.79 -0.33 -0.0330
C -0.910 0.391 0.462 1.48 -2.13 2.79 -0.3046
C 0.995 -0.898 -0.802 -1.66 0.20 0.62 -0.1870
C 1.392 -1.172 -1.890 2.66 -3.01 -3.11 0.0586
C 0.215 -0.764 0.417 -0.24 2.78 0.38 -0.2034
H -0.259 -1.672 0.657 -0.40 -1.28 0.33 0.0888
H -1.733 0.107 -0.159 -0.30 0.21 -0.86 0.0901
H -1.355 0.351 1.551 0.82 -0.05 -1.70 0.1276
H 0.253 2.046 0.875 0.55 -0.54 0.42 0.0573
H 1.948 -1.876 -2.663 -1.59 2.47 1.81 0.0862
H 0.928 -0.491 1.194 -0.09 -0.20 0.41 0.1013
H -1.169 2.330 0.222 2.18 -1.25 -0.76 0.1182


[2]
12
Properties=species:S:1:pos:R:3:forces:R:3:mulliken_spin:R:1 method="wB97M-V/def2-TZVPD" homo_energy_ev="-6.77 / -10.44" multiplicity=3 mol_weight_g_mol=69.107 e_lumo_ev="1.248 / -0.365" max_force_ev_per_a=3.55 gap_ev="8.015 / 10.072" s_squared=2.01
N -0.327 0.918 -0.345 -0.67 0.82 1.02 0.2482
C -0.787 -1.442 -0.630 -2.19 -0.59 -0.68 0.9362
C -1.035 0.009 -1.208 -1.26 -3.05 0.84 -0.0068
C 1.389 0.905 1.383 3.29 -1.18 0.60 0.0224
C 0.461 0.406 0.434 -0.15 -0.16 -0.44 0.7213
H 1.606 0.048 2.139 -0.27 1.76 -0.94 0.0266
H -2.168 0.076 -1.332 1.46 0.83 0.52 0.0271
H -0.497 -2.314 -1.281 -0.19 1.14 0.78 0.0209
H -0.565 0.286 -2.112 0.11 -0.76 -1.70 -0.0100
H -1.411 -1.713 0.334 1.52 0.69 -2.02 -0.0002
H 0.896 1.767 1.839 0.85 0.31 0.30 0.0133
H 2.439 1.052 0.779 -2.51 0.19 1.73 0.0011


[3]
13
Properties=species:S:1:pos:R:3:forces:R:3:lowdin_charge:R:1 method="wB97M-V/def2-TZVPD" homo_energy_ev="-14.53 / -14.52" mol_weight_g_mol=83.114 charge=+1 e_lumo_ev="-7.060 / -7.061" max_force_ev_per_a=3.76 gap_ev="7.466 / 7.464"
N 2.535 -0.012 -0.030 0.73 -0.43 -0.44 0.1504
N 1.419 1.030 -0.429 -0.20 0.84 -0.24 0.2332
C -1.470 0.919 0.133 3.29 1.78 -0.34 0.0030
C -0.940 -0.314 -0.372 -2.04 0.28 -1.25 0.0398
C 1.136 -0.104 -0.049 0.88 -1.52 -0.12 -0.4200
C 0.029 -1.052 0.361 1.18 -2.70 -1.35 -0.0438
H -2.088 0.644 0.917 -1.56 -0.63 2.13 0.1092
H 0.002 -0.944 1.405 -0.32 0.13 1.69 0.1361
H -1.330 -0.675 -1.331 0.57 -0.03 0.04 0.1675
H 3.022 -0.346 -0.898 -0.79 0.35 0.59 0.1238
H 0.210 -2.205 0.085 -0.26 2.87 0.33 0.2122
H -0.551 1.395 0.696 -1.70 -0.33 -0.74 0.1623
H -1.974 1.665 -0.486 0.21 -0.62 -0.30 0.1263


[4]
13
Properties=species:S:1:pos:R:3:forces:R:3:lowdin_charge:R:1 method="wB97M-V/def2-TZVPD" homo_energy_ev=-14.44 mol_weight_g_mol=83.114 charge=+1 e_lumo_ev=-4.866 max_force_ev_per_a=4.64 smiles="C=NC[N+]1=CC1" gap_ev=9.576
N 0.877 0.002 0.086 1.77 -0.52 -0.17 0.0232
N -1.276 -0.510 0.237 -2.39 0.40 0.27 -0.0272
C -2.450 -0.379 -0.313 2.32 -3.45 2.06 0.0440
C -0.382 0.619 0.435 -1.90 0.63 -2.61 -0.1497
C 1.457 -1.099 0.215 -0.20 0.60 0.14 0.1062
C 2.361 -0.029 -0.284 0.81 1.53 1.36 0.0716
H 2.692 -0.130 -1.339 -0.59 0.67 0.71 0.1253
H 1.210 -2.126 0.479 0.15 0.28 0.12 0.1663
H -0.669 1.425 -0.276 0.81 -0.26 0.07 0.1445
H -2.913 0.481 -0.698 -0.43 1.39 -0.41 0.0681
H -0.325 1.142 1.384 0.02 -0.73 0.58 0.1475
H 2.953 0.692 0.451 -0.84 -2.18 -1.68 0.1676
H -2.999 -1.379 -0.304 0.45 1.63 -0.44 0.1126


Number 1: calculated total energy -5748.544 eV. Number 2: calculated total energy -5745.919 eV. Number 3: calculated total energy -7228.587 eV. Number 4: calculated total energy -7230.566 eV.